Formula: C35H70Cl2F13N5O7
Source: the Open Molecules 2025 dataset
Level of theory: ωB97M-V/def2-TZVPD

E_LUMO in eV: -0.456
HOMO-LUMO gap in eV: 8.56
M in g mol⁻¹: 990.85
Total charge: 0
F_max in eV Å⁻¹: 5.5

Bonds (Å) are listed after each position.
Element x y z (Å)
1 H 3.729 -1.139 2.207  C109 1.170
2 C -2.395 -0.255 0.823  O22 1.470, C34 1.663, C116 1.661, H131 1.194
3 N -0.105 0.978 1.142  C34 1.515, H56 1.046, C82 1.509
4 H -3.881 -0.274 -7.302  C15 1.095
5 H -3.364 1.398 -7.554  C15 1.096
6 O 2.728 0.561 -7.428  C17 1.420, C55 1.431
7 O 2.677 -2.303 0.612  C109 1.471, H129 1.018
8 O 4.265 0.751 -3.239  C10 1.431, C119 1.420
9 H 2.059 6.176 7.687  C83 1.097
10 C 3.624 0.140 -4.363  O8 1.431, C32 1.546, H80 1.097, H130 1.097
11 F 2.224 -3.763 7.369  C92 1.480
12 H 5.203 -1.881 -5.300  C120 1.095
13 H -4.916 -0.875 -0.999  C74 1.184
14 F 1.680 -0.419 9.068  C21 1.511
15 C -3.569 0.641 -6.789  H4 1.095, H5 1.096, C63 1.526, H127 1.094
16 C 3.628 1.753 -9.434  C55 1.546, N59 1.470, C76 1.526, H122 1.097
17 C 1.341 0.391 -7.680  O6 1.420, H101 1.091, H103 1.093, H132 1.094
18 N 1.104 4.412 5.733  H50 1.025, H58 1.021, C70 1.470
19 F 0.063 -2.954 9.189  C62 1.511
20 C -2.019 -2.289 -0.482  O22 1.471, C46 1.641, H97 1.170, H105 1.186
21 C 1.421 -1.303 7.869  F14 1.511, F33 1.502, C62 1.652, C92 1.648
22 O -1.768 -1.584 0.784  C2 1.470, C20 1.471
23 H -1.821 -4.558 -1.037  C46 1.183
24 H 4.386 -3.269 -4.570  C120 1.096
25 H -2.777 1.559 -4.344  N61 1.025
26 H -1.390 -1.113 -4.721  C78 1.097
27 C 1.030 2.854 7.609  H37 1.094, C70 1.526, H95 1.096, H110 1.095
28 Cl -4.073 -4.146 2.104  C31 1.890
29 H -2.690 -1.761 -5.706  C78 1.097
30 H -4.456 -3.376 -1.740  C115 1.178
31 C -3.688 -4.366 0.267  Cl28 1.890, C46 1.642, H49 1.193, C115 1.648
32 C 3.388 -1.380 -4.211  C10 1.546, N86 1.470, H99 1.097, C120 1.526
33 F 1.512 -0.375 6.691  C21 1.502
34 C -1.522 0.880 1.668  C2 1.663, N3 1.515, H100 1.195, C107 1.636
35 H -0.757 -1.304 3.666  C44 1.177
36 H 4.758 2.806 -8.100  N59 1.021
37 H -0.056 2.810 7.488  C27 1.094
38 H -2.614 -1.422 3.375  C44 1.185
39 F 2.983 -2.587 9.362  C92 1.511
40 C -4.612 -0.966 -4.185  H45 1.093, H64 1.094, H84 1.091, O108 1.420
41 H 5.951 -0.314 -2.701  C119 1.091
42 H -1.668 5.899 9.033  C96 1.094
43 C -0.758 -2.638 6.803  C62 1.633, F65 1.485, C75 1.637, F88 1.511
44 C -1.777 -0.761 3.889  H35 1.177, H38 1.185, C107 1.636, C112 1.643
45 H -4.803 -1.691 -4.982  C40 1.093
46 C -2.169 -3.884 -0.129  C20 1.641, H23 1.183, C31 1.642, Cl53 1.890
47 F -0.897 -0.825 8.714  C62 1.480
48 H 4.216 -0.835 0.409  C109 1.193
49 H -3.711 -5.547 0.103  C31 1.193
50 H 0.135 4.729 5.840  N18 1.025
51 H -6.252 0.576 -1.067  C74 1.184
52 H -4.182 -0.023 2.386  C116 1.182
53 Cl -1.077 -4.415 1.319  C46 1.890
54 H 2.589 2.756 -11.048  C76 1.096
55 C 3.555 0.459 -8.591  O6 1.431, C16 1.546, H66 1.097, H106 1.097
56 H 0.177 1.975 1.279  N3 1.046
57 H 3.394 -1.263 -2.189  N86 1.025
58 H 1.581 5.226 5.345  N18 1.021
59 N 3.871 2.933 -8.590  C16 1.470, H36 1.021, H67 1.025
60 H -0.430 4.804 9.680  C96 1.093
61 N -2.081 1.575 -5.096  H25 1.025, C63 1.470, H93 1.021
62 C -0.096 -1.912 8.107  F19 1.511, C21 1.652, C43 1.633, F47 1.480
63 C -2.325 0.396 -5.939  C15 1.526, N61 1.470, C78 1.546, H79 1.097
64 H -5.079 -1.331 -3.266  C40 1.094
65 F 0.118 -2.722 5.607  C43 1.485
66 H 4.563 0.245 -8.216  C55 1.097
67 H 3.176 2.916 -7.838  N59 1.025
68 H 1.688 5.136 9.051  C83 1.097
69 H 2.072 1.083 -10.797  C76 1.095
70 C 1.629 4.156 7.082  N18 1.470, C27 1.526, C83 1.546, H94 1.097
71 C 2.325 0.256 1.065  C82 1.673, C109 1.639, H113 1.193, H125 1.193
72 F -2.747 -3.063 5.332  C75 1.512
73 F -3.244 -1.992 7.398  C75 1.511
74 C -5.130 0.278 -0.833  H13 1.184, H51 1.184, H89 1.192, O118 1.477
75 C -2.200 -2.044 6.307  C43 1.637, F72 1.512, F73 1.511, C112 1.637
76 C 2.384 1.998 -10.283  C16 1.526, H54 1.096, H69 1.095, H117 1.094
77 H -0.716 1.334 3.749  C107 1.194
78 C -2.398 -0.898 -5.097  H26 1.097, H29 1.097, C63 1.546, O108 1.431
79 H -1.479 0.289 -6.631  C63 1.097
80 H 2.644 0.627 -4.441  C10 1.097
81 H 6.109 0.623 -4.226  C119 1.093
82 C 0.855 0.043 1.835  N3 1.509, C71 1.673, H123 1.185, H128 1.170
83 C 1.400 5.364 8.018  H9 1.097, H68 1.097, C70 1.546, O90 1.431
84 H -5.068 -0.004 -4.423  C40 1.091
85 H -2.595 1.423 3.620  C107 1.194
86 N 2.807 -1.707 -2.901  C32 1.470, H57 1.025, H114 1.021
87 H -5.440 -2.938 -0.084  C115 1.178
88 F -1.020 -4.070 7.209  C43 1.511
89 H -4.480 0.834 -1.664  C74 1.192
90 O 0.075 5.903 7.969  C83 1.431, C96 1.420
91 F -1.253 0.405 6.072  C112 1.480
92 C 2.614 -2.440 7.904  F11 1.480, C21 1.648, F39 1.511, F124 1.506
93 H -1.195 1.449 -4.606  N61 1.021
94 H 2.713 4.002 7.004  C70 1.097
95 H 1.444 1.998 7.065  C27 1.096
96 C -0.871 5.201 8.761  H42 1.094, H60 1.093, O90 1.420, H111 1.091
97 H -2.895 -1.835 -1.113  C20 1.170
98 H 5.324 -2.181 -3.557  C120 1.094
99 H 2.674 -1.680 -4.988  C32 1.097
100 H -2.038 1.918 1.379  C34 1.195
101 H 0.884 1.353 -7.918  C17 1.091
102 H -5.684 -4.597 -0.948  C115 1.190
103 H 1.150 -0.333 -8.476  C17 1.093
104 F -3.533 -0.054 5.543  C112 1.511
105 H -1.035 -2.175 -1.135  C20 1.186
106 H 3.263 -0.404 -9.201  C55 1.097
107 C -1.658 0.759 3.294  C34 1.636, C44 1.636, H77 1.194, H85 1.194
108 O -3.225 -0.796 -3.934  C40 1.420, C78 1.431
109 C 3.290 -1.067 1.124  H1 1.170, O7 1.471, H48 1.193, C71 1.639
110 H 1.262 2.717 8.670  C27 1.095
111 H -1.326 4.399 8.176  C96 1.091
112 C -2.136 -0.629 5.487  C44 1.643, C75 1.637, F91 1.480, F104 1.511
113 H 2.114 0.629 -0.049  C71 1.193
114 H 1.913 -1.222 -2.811  N86 1.021
115 C -4.872 -3.761 -0.707  H30 1.178, C31 1.648, H87 1.178, H102 1.190
116 C -4.001 -0.278 1.247  C2 1.661, H52 1.182, O118 1.471, H126 1.194
117 H 1.537 2.366 -9.696  C76 1.094
118 O -4.649 0.788 0.467  C74 1.477, C116 1.471
119 C 5.678 0.606 -3.221  O8 1.420, H41 1.091, H81 1.093, H121 1.094
120 C 4.649 -2.216 -4.417  H12 1.095, H24 1.096, C32 1.526, H98 1.094
121 H 6.096 1.440 -2.651  C119 1.094
122 H 4.473 1.646 -10.126  C16 1.097
123 H 1.075 0.314 2.968  C82 1.185
124 F 3.845 -1.879 7.242  C92 1.506
125 H 2.807 1.204 1.607  C71 1.193
126 H -4.496 -1.353 1.087  C116 1.194
127 H -4.415 1.009 -6.201  C15 1.094
128 H 0.615 -1.097 1.728  C82 1.170
129 H 2.392 -2.159 -0.354  O7 1.018
130 H 4.160 0.375 -5.291  C10 1.097
131 H -2.388 0.142 -0.304  C2 1.194
132 H 0.873 0.026 -6.761  C17 1.094

These are the Löwdin partial charges, in e, on atoms 1 to 99:
1. H 0.128
2. C -0.203
3. N -0.063
4. H 0.079
5. H 0.079
6. O -0.217
7. O -0.143
8. O -0.194
9. H 0.120
10. C -0.196
11. F 0.065
12. H 0.078
13. H 0.064
14. F 0.020
15. C -0.070
16. C -0.429
17. C -0.102
18. N 0.034
19. F 0.030
20. C -0.178
21. C -0.068
22. O -0.231
23. H 0.128
24. H 0.078
25. H 0.070
26. H 0.117
27. C -0.072
28. Cl 0.483
29. H 0.120
30. H 0.082
31. C -0.655
32. C -0.421
33. F 0.022
34. C -0.245
35. H 0.128
36. H 0.072
37. H 0.064
38. H 0.127
39. F 0.028
40. C -0.109
41. H 0.073
42. H 0.088
43. C -0.087
44. C -0.068
45. H 0.094
46. C -0.559
47. F 0.055
48. H 0.118
49. H 0.114
50. H 0.072
51. H 0.113
52. H 0.136
53. Cl 0.510
54. H 0.079
55. C -0.192
56. H 0.117
57. H 0.061
58. H 0.071
59. N 0.037
60. H 0.090
61. N 0.044
62. C -0.087
63. C -0.429
64. H 0.065
65. F 0.048
66. H 0.119
67. H 0.073
68. H 0.117
69. H 0.078
70. C -0.427
71. C -0.169
72. F 0.008
73. F 0.023
74. C -0.113
75. C -0.082
76. C -0.075
77. H 0.127
78. C -0.192
79. H 0.115
80. H 0.118
81. H 0.090
82. C -0.222
83. C -0.199
84. H 0.079
85. H 0.133
86. N 0.041
87. H 0.064
88. F 0.026
89. H 0.101
90. O -0.195
91. F 0.000
92. C -0.120
93. H 0.071
94. H 0.135
95. H 0.058
96. C -0.107
97. H 0.110
98. H 0.066
99. H 0.131